# 1
Density functional theory data (ωB97M-V/def2-TZVPD) for 10 unconnected molecules or ions with the total composition C34H77Cl2O24P3 in a non-equilibrium geometry.

Last columns: bonded neighbours and bond lengths (Å).
CARTESIAN COORDINATES (ANGSTROEM)
1 C -7.2667 -1.0964 1.5883  O2 1.469, H9 1.090, H10 1.090, H11 1.090
2 O -7.0441 0.3353 1.3470  C1 1.469, P3 1.724
3 P -5.6964 1.1429 2.0573  O2 1.724, O4 1.465, O5 1.599, O7 1.628
4 O -4.3779 0.9213 1.4582  P3 1.465
5 O -6.1367 2.6800 2.0450  P3 1.599, C6 1.404
6 C -5.9526 3.3827 0.8441  O5 1.404, H12 1.090, H13 1.090, H14 1.090
7 O -5.9055 0.8579 3.6464  P3 1.628, C8 1.426
8 C -4.7551 0.8529 4.4891  O7 1.426, H15 1.090, H16 1.090, H17 1.090
9 H -7.8872 -1.5569 0.8195  C1 1.090
10 H -7.7849 -1.2271 2.5382  C1 1.090
11 H -6.2849 -1.5464 1.7359  C1 1.090
12 H -6.6499 4.2187 0.7881  C6 1.090
13 H -6.0520 2.7534 -0.0403  C6 1.090
14 H -4.9119 3.7068 0.8520  C6 1.090
15 H -3.8761 1.4433 4.2304  C8 1.090
16 H -4.4822 -0.1807 4.7021  C8 1.090
17 H -5.0385 1.3773 5.4016  C8 1.090
18 C 2.7813 1.7142 -1.6121  O19 1.409, H26 1.090, H27 1.090, H28 1.090
19 O 4.0900 1.6573 -2.1300  C18 1.409, P20 1.642
20 P 5.1709 2.8741 -1.9098  O19 1.642, O21 1.480, O22 1.632, O24 1.602
21 O 4.5399 4.1736 -1.5900  P20 1.480
22 O 6.0701 2.2158 -0.7176  P20 1.632, C23 1.403
23 C 7.2619 2.8127 -0.2795  O22 1.403, H29 1.090, H30 1.090, H31 1.090
24 O 6.1389 2.7114 -3.1758  P20 1.602, C25 1.423
25 C 6.5876 1.4477 -3.6530  O24 1.423, H32 1.090, H33 1.090, H34 1.090
26 H 2.7460 0.8425 -0.9586  C18 1.090
27 H 2.0189 1.6141 -2.3847  C18 1.090
28 H 2.4945 2.5634 -0.9919  C18 1.090
29 H 7.8858 2.0528 0.1910  C23 1.090
30 H 7.1478 3.4459 0.6004  C23 1.090
31 H 7.6913 3.2455 -1.1831  C23 1.090
32 H 6.3090 0.7115 -2.8990  C25 1.090
33 H 7.6722 1.4749 -3.7572  C25 1.090
34 H 6.1378 1.1924 -4.6125  C25 1.090
35 C -2.8230 -0.4009 -7.5817  O36 1.409, H43 1.090, H44 1.090, H45 1.090
36 O -2.5164 -0.8225 -6.2723  C35 1.409, P37 1.648
37 P -1.5257 -2.1022 -5.9601  O36 1.648, O38 1.532, O39 1.646, O41 1.638
38 O -0.0526 -1.8306 -6.2795  P37 1.532
39 O -1.8854 -2.4778 -4.3988  P37 1.646, C40 1.407
40 C -2.0254 -1.4440 -3.4550  O39 1.407, H46 1.090, H47 1.090, H48 1.090
41 O -2.1415 -3.3526 -6.8203  P37 1.638, C42 1.449
42 C -3.4412 -3.8911 -6.4741  O41 1.449, H49 1.090, H50 1.090, H51 1.090
43 H -3.8997 -0.2562 -7.4940  C35 1.090
44 H -2.7154 -1.1751 -8.3414  C35 1.090
45 H -2.2827 0.5166 -7.8149  C35 1.090
46 H -2.0517 -0.4401 -3.8786  C40 1.090
47 H -1.1681 -1.6568 -2.8163  C40 1.090
48 H -2.9626 -1.6884 -2.9550  C40 1.090
49 H -3.6069 -4.0583 -5.4099  C42 1.090
50 H -3.4558 -4.9072 -6.8685  C42 1.090
51 H -4.3027 -3.3407 -6.8521  C42 1.090
52 C 8.4118 -0.9590 -1.1886  C53 1.607, H58 1.090, H59 1.090, H60 1.090
53 C 7.6052 -2.1647 -1.8795  C52 1.607, O54 1.405, H61 1.090, H62 1.090
54 O 6.3537 -1.8155 -2.4141  C53 1.405, C55 1.319
55 C 5.2246 -1.6054 -1.7649  O54 1.319, C56 1.483, O57 1.208
56 C 4.0414 -1.6190 -2.6583  C55 1.483, H63 1.090, H64 1.090, H65 1.090
57 O 5.1931 -1.4409 -0.5684  C55 1.208
58 H 7.7607 -0.5256 -0.4294  C52 1.090
59 H 8.6462 -0.1978 -1.9326  C52 1.090
60 H 9.2936 -1.2560 -0.6208  C52 1.090
61 H 8.2661 -2.6014 -2.6282  C53 1.090
62 H 7.4651 -2.9944 -1.1866  C53 1.090
63 H 3.7387 -0.6138 -2.9514  C56 1.090
64 H 3.2438 -2.1384 -2.1271  C56 1.090
65 H 4.3668 -2.0285 -3.6146  C56 1.090
66 C -3.3558 -5.4322 0.2970  C67 1.536, H72 1.090, H73 1.090, H74 1.090
67 C -4.2442 -4.4401 1.0623  C66 1.536, O68 1.461, H75 1.090, H76 1.090
68 O -5.5211 -5.1067 1.3079  C67 1.461, C69 1.301
69 C -6.2714 -4.7141 2.2950  O68 1.301, C70 1.486, O71 1.232
70 C -7.6666 -5.2241 2.2735  C69 1.486, H77 1.090, H78 1.090, H79 1.090
71 O -5.9997 -3.8606 3.1404  C69 1.232
72 H -3.1208 -6.3720 0.7966  C66 1.090
73 H -2.5006 -4.8045 0.0466  C66 1.090
74 H -3.8369 -5.6906 -0.6463  C66 1.090
75 H -3.7809 -4.0883 1.9841  C67 1.090
76 H -4.4360 -3.5758 0.4264  C67 1.090
77 H -7.6471 -5.9351 1.4475  C70 1.090
78 H -8.4476 -4.4753 2.1423  C70 1.090
79 H -7.8571 -5.7348 3.2175  C70 1.090
80 C -1.6591 4.2911 -0.9897  C81 1.522, H86 1.090, H87 1.090, H88 1.090
81 C -1.7523 2.7728 -1.0300  C80 1.522, O82 1.368, H89 1.090, H90 1.090
82 O -2.1760 2.3556 -2.2617  C81 1.368, C83 1.384
83 C -3.5137 2.1727 -2.5653  O82 1.384, C84 1.541, O85 1.208
84 C -3.6630 2.0737 -4.0956  C83 1.541, H91 1.090, H92 1.090, H93 1.090
85 O -4.4800 2.1246 -1.8418  C83 1.208
86 H -1.0944 4.6381 -1.8550  C80 1.090
87 H -1.1064 4.5052 -0.0749  C80 1.090
88 H -2.5535 4.8868 -1.1718  C80 1.090
89 H -0.8236 2.2052 -0.9718  C81 1.090
90 H -2.3161 2.3249 -0.2117  C81 1.090
91 H -4.4548 2.7816 -4.3405  C84 1.090
92 H -4.0444 1.1130 -4.4414  C84 1.090
93 H -2.8265 2.4347 -4.6940  C84 1.090
94 C 2.7633 3.3226 2.4360  C95 1.513, H100 1.090, H101 1.090, H102 1.090
95 C 4.1245 2.9111 1.9208  C94 1.513, O96 1.425, H103 1.090, H104 1.090
96 O 4.4245 1.5661 2.2855  C95 1.425, C97 1.311
97 C 5.6213 1.2175 2.6912  O96 1.311, C98 1.539, O99 1.189
98 C 5.6673 -0.3169 2.8042  C97 1.539, H105 1.090, H106 1.090, H107 1.090
99 O 6.6418 1.8236 2.7553  C97 1.189
100 H 1.9345 3.0207 1.7955  C94 1.090
101 H 2.6723 4.3771 2.6968  C94 1.090
102 H 2.5451 2.7871 3.3600  C94 1.090
103 H 4.3072 3.0135 0.8511  C95 1.090
104 H 4.8112 3.5966 2.4174  C95 1.090
105 H 6.2549 -0.6330 3.6661  C98 1.090
106 H 6.0620 -0.5752 1.8215  C98 1.090
107 H 4.6949 -0.7429 3.0512  C98 1.090
108 C -1.8022 -1.1779 0.4390  C109 1.562, H114 1.090, H115 1.090, H116 1.090
109 C -0.8042 -2.2335 1.0129  C108 1.562, O110 1.381, H117 1.090, H118 1.090
110 O 0.3349 -1.6325 1.5126  C109 1.381, C111 1.359
111 C 1.2478 -1.0917 0.6634  O110 1.359, C112 1.465, O113 1.223
112 C 2.3748 -0.4827 1.3739  C111 1.465, H119 1.090, H120 1.090, H121 1.090
113 O 1.1768 -0.9901 -0.5535  C111 1.223
114 H -2.6083 -1.7397 -0.0329  C108 1.090
115 H -1.3080 -0.6040 -0.3448  C108 1.090
116 H -2.2991 -0.4938 1.1269  C108 1.090
117 H -1.3558 -2.6739 1.8436  C109 1.090
118 H -0.4758 -2.9516 0.2615  C109 1.090
119 H 3.3689 -0.6035 0.9436  C112 1.090
120 H 2.4884 -1.0609 2.2908  C112 1.090
121 H 2.2045 0.4945 1.8258  C112 1.090
122 C -1.2886 3.5218 2.9408  C123 1.582, H128 1.090, H129 1.090, H130 1.090
123 C -0.8898 2.0405 2.5544  C122 1.582, O124 1.361, H131 1.090, H132 1.090
124 O -1.1390 1.2486 3.6335  C123 1.361, C125 1.325
125 C -0.1678 0.7002 4.3492  O124 1.325, C126 1.503, O127 1.229
126 C -0.5330 -0.4636 5.2273  C125 1.503, H133 1.090, H134 1.090, H135 1.090
127 O 1.0018 1.0697 4.2736  C125 1.229
128 H -2.3557 3.4293 3.1433  C122 1.090
129 H -1.0237 4.3603 2.2967  C122 1.090
130 H -0.7080 3.6610 3.8527  C122 1.090
131 H -1.4635 1.7592 1.6713  C123 1.090
132 H 0.1221 2.0342 2.1492  C123 1.090
133 H 0.2357 -1.2155 5.4056  C126 1.090
134 H -1.4112 -0.8396 4.7025  C126 1.090
135 H -1.0173 -0.1124 6.1384  C126 1.090
136 Cl 5.0655 0.2683 6.3806  C137 1.786
137 C 3.3659 0.0771 5.8655  Cl136 1.786, Cl138 1.741, H139 1.090, H140 1.090
138 Cl 2.7280 -1.5027 6.2229  C137 1.741
139 H 2.8872 0.8695 6.4408  C137 1.090
140 H 3.2784 0.2150 4.7878  C137 1.090

Properties
**Kohn-Sham gap**: 10.3 eV
**Molar mass**: 1033.8 g mol⁻¹
**E**: -5092.0920 a.u.
**Total charge**: 0
**SMILES string**: COP(=O)(OC)OC.COP(=O)(OC)OC.COP(=O)(OC)OC.CCOC(C)=O.CCOC(C)=O.CCOC(C)=O.CCOC(C)=O.CCOC(C)=O.CCOC(C)=O.ClCCl
**E_HOMO**: -0.3648 hartree

# 2
Density functional theory data (ωB97M-V/def2-TZVPD) for 2 unconnected molecules or ions with the total composition C5H10O2.

Last columns: bonded neighbours and bond lengths (Å).
CARTESIAN COORDINATES (ANGSTROEM)
1 O 1.5715 0.3531 -1.9958  C2 1.208
2 C 1.1071 1.0324 -1.1118  O1 1.208, C3 1.508, H6 1.114
3 C 1.1230 0.6528 0.3479  C2 1.508, C4 1.524, H7 1.092, H8 1.098
4 C -0.0703 1.2127 1.1128  C3 1.524, O5 1.414, H9 1.102, H10 1.102
5 O -0.2131 0.4502 2.2948  C4 1.414, H11 0.965
6 H 0.6369 2.0135 -1.3507  C2 1.114
7 H 1.1347 -0.4370 0.4231  C3 1.092
8 H 2.0606 1.0184 0.7858  C3 1.098
9 H -0.9760 1.1474 0.4879  C4 1.102
10 H 0.0959 2.2770 1.3440  C4 1.102
11 H -0.9837 0.7796 2.7729  O5 0.965
12 C -1.2727 -1.6330 -0.3003  C13 1.329, H14 1.088, H15 1.088
13 C -0.5801 -1.8532 -1.4126  C12 1.329, H16 1.087, H17 1.087
14 H -0.8265 -1.7185 0.6886  C12 1.088
15 H -2.3183 -1.3355 -0.3307  C12 1.088
16 H -1.0264 -1.7439 -2.3979  C13 1.087
17 H 0.4706 -2.1322 -1.3956  C13 1.087

Properties
**Kohn-Sham gap**: 10.6 eV
**Molar mass**: 102.1 g mol⁻¹
**E**: -346.9301 a.u.
**Total charge**: 0
**SMILES string**: O=CCCO.C=C
**ΔE to the lowest compared entry with this formula, charge and spin**: 250.4 kJ/mol
**E_HOMO**: -0.3627 hartree

> Among the records above, which one has the highest E?

C5H10O2